{"formula": "C5H6O2", "method": "ωB97M-V with the def2-TZVPD basis set", "species": ["C", "C", "C", "C", "C", "O", "O", "H", "H", "H", "H", "H", "H"], "xyz": [[1.250, -0.329, 1.084], [0.395, 0.420, 0.050], [-0.401, -0.844, -0.353], [-0.349, 0.302, -1.263], [-1.296, 1.304, -0.648], [-2.328, 1.825, -0.951], [-0.604, 1.391, 0.531], [0.820, -1.294, 1.443], [1.254, 0.307, 1.957], [2.242, -0.557, 0.714], [-1.180, -1.070, 0.364], [0.234, -1.688, -0.636], [-0.038, 0.233, -2.292]], "multiplicity": 1, "homo_lumo_gap_ev": 9.9468, "homo_energy_ev": -9.141}